A 9-piece molecular cluster, C30H84N6O12 overall. Source: the Open Molecules 2025 dataset; level of theory: wB97M-V/def2-TZVPD.

Computed properties:
- energy relative to the best compared isomer or geometry (same formula, charge and spin) (eV) = 8.7452
- HOMO-LUMO gap (eV) = 9.5
- SMILES string = COC[C@H](C)N.COC[C@H](C)N.COC[C@H](C)N.COC[C@H](C)N.COC[C@H](C)N.COC[C@H](C)N.OCCO.OCCO.OCCO
- DFT total energy (a.u.) = -2424.61044

ORCA input file:
```
! wB97M-V def2-TZVPD RIJCOSX def2/J DEFGRID3
* xyz 0 1
C -2.46392 4.67117 -0.86666
C -2.69159 3.96020 0.43667
O -1.58318 3.13877 0.74044
O -2.17751 3.65912 -1.87667
H -1.63164 5.37569 -0.81472
H -3.36322 5.15306 -1.25483
H -3.58434 3.33287 0.35480
H -2.84686 4.73368 1.18978
H -1.24034 2.79593 -0.09838
H -1.89453 4.17905 -2.64096
C -0.92750 -0.65862 -0.18964
C -0.55496 0.48233 -1.15238
O 0.46190 1.31567 -0.61219
O -2.10088 -1.24773 -0.67894
H -1.00387 -0.16659 0.78702
H -0.14667 -1.42513 -0.10800
H -1.48368 1.05957 -1.17519
H -0.31770 0.22764 -2.18868
H 1.28056 0.78110 -0.66492
H -2.39383 -2.00891 -0.11076
C -4.60974 -4.93701 0.34299
C -3.54698 -4.05062 -0.26777
O -2.85877 -3.33183 0.75081
O -4.04837 -6.14507 0.88175
H -5.25575 -5.31365 -0.45657
H -5.26373 -4.42325 1.05003
H -4.10353 -3.40346 -0.94980
H -2.77433 -4.60063 -0.81006
H -2.35597 -3.89224 1.37321
H -3.52286 -5.87905 1.65018
C 2.57597 -1.84609 2.23544
C 3.16079 -0.43597 1.91264
C 3.56741 -0.45595 0.44343
O 2.50238 -0.60036 -0.47890
C 2.92701 -0.53413 -1.83918
N 2.17182 0.58485 2.19651
H 2.25967 -1.85678 3.28706
H 3.35070 -2.59737 2.06363
H 1.62616 -2.15266 1.78633
H 3.93139 -0.35524 2.68094
H 4.24545 -1.30808 0.31572
H 4.10790 0.46154 0.16940
H 3.16981 0.50389 -2.07045
H 2.05505 -0.92456 -2.36928
H 3.70373 -1.25701 -2.10286
H 1.65860 0.40841 3.04747
H 1.50194 0.71204 1.44566
C -2.13166 3.33012 7.42434
C -2.69506 2.56690 6.24334
C -1.60070 2.09449 5.30258
O -2.17135 1.47871 4.17818
C -1.26755 1.31001 3.07068
N -3.39091 1.33047 6.75270
H -2.90545 3.88118 7.95904
H -1.48384 4.12839 7.04081
H -1.54862 2.75679 8.14202
H -3.40534 3.09550 5.60859
H -0.76393 1.57004 5.78096
H -1.07876 3.00324 4.94736
H -0.84334 2.31224 2.97674
H -1.79364 1.11400 2.14177
H -0.66322 0.45872 3.40141
H -3.75658 0.92330 5.89303
H -2.67144 0.68654 7.06737
C 1.27065 5.51968 2.35567
C 2.54748 5.45814 1.54281
C 2.36651 4.89689 0.15389
O 3.63858 4.43813 -0.31109
C 3.47448 3.72925 -1.51090
N 3.13520 6.82461 1.48772
H 0.74727 4.56537 2.38801
H 0.60011 6.18459 1.79669
H 1.40508 6.04576 3.29924
H 3.31854 4.78355 1.94032
H 1.98889 5.65719 -0.53751
H 1.70901 4.02133 0.21812
H 4.44600 3.38792 -1.87971
H 3.17956 4.29507 -2.40869
H 2.75632 2.92792 -1.31336
H 3.31833 7.03318 2.46520
H 4.02894 6.80375 1.00960
C 1.86190 4.32264 -5.59097
C 0.98997 3.21477 -5.05690
C 1.88841 2.03005 -4.67207
O 2.26637 1.35750 -5.86110
C 3.29874 0.42808 -5.64320
N 0.20821 3.66205 -3.88487
H 2.53341 4.04458 -6.41200
H 2.65109 4.54029 -4.85781
H 1.38226 5.24187 -5.92013
H 0.36091 2.75471 -5.82344
H 1.43781 1.28706 -3.99755
H 2.77177 2.40346 -4.12960
H 3.56423 0.00796 -6.61205
H 3.02581 -0.38537 -4.96482
H 4.21947 0.88492 -5.26413
H 0.74525 4.11528 -3.15491
H -0.05310 2.74267 -3.53230
C -1.55749 -2.46337 3.71601
C -0.82895 -3.66673 3.11960
C 0.35023 -4.08995 4.00929
O 1.20235 -4.84322 3.14737
C 2.33628 -5.38415 3.77959
N -1.76761 -4.79464 2.97873
H -2.22305 -2.78172 4.52106
H -1.99978 -1.86861 2.92055
H -0.86826 -1.81102 4.26109
H -0.44072 -3.35848 2.14867
H 0.00809 -4.72902 4.83200
H 0.97538 -3.28545 4.41390
H 3.05930 -4.58956 3.99822
H 2.79360 -6.11951 3.12165
H 2.07520 -5.87896 4.72210
H -1.20112 -5.63190 2.85967
H -2.35909 -4.95794 3.78396
C -1.24677 -6.41625 -6.29100
C -1.91413 -5.12048 -5.82042
C -1.03194 -4.52555 -4.72983
O -1.57108 -3.33506 -4.17018
C -0.80383 -2.87648 -3.09494
N -1.95318 -4.17539 -6.95880
H -1.88891 -6.96070 -6.97981
H -0.98479 -6.99685 -5.40229
H -0.31617 -6.18969 -6.80941
H -2.93845 -5.22592 -5.45659
H 0.02595 -4.39563 -4.98264
H -1.03074 -5.24249 -3.89299
H -0.83362 -3.57136 -2.25572
H -1.08945 -1.85294 -2.85214
H 0.23550 -2.60420 -3.35696
H -1.75414 -3.25412 -6.56550
H -2.88259 -3.99677 -7.32747
*
```

***

C35H47N5O6SiSn as an isolated structure. Source: the Open Molecules 2025 dataset; level of theory: wB97M-V/def2-TZVPD.

Computed properties:
- HOMO-LUMO gap (eV) = 5.9
- DFT total energy (a.u.) = -2590.34533

ORCA input file:
```
! wB97M-V def2-TZVPD RIJCOSX def2/J DEFGRID3
* xyz 2 1
Sn -0.80887 0.17943 -0.69803
C -0.64697 -0.77641 -6.43597
N -0.43911 -1.22851 -5.07639
C -0.45637 -2.67414 -4.92210
C -0.43019 -0.45258 -4.00187
O -0.31658 -0.92599 -2.86129
C -0.59024 1.05347 -4.21593
O -0.50484 1.78726 -3.01595
C 0.59639 2.64699 -2.87585
C 1.65366 2.05842 -1.94934
O 1.35917 1.12508 -1.18880
N 2.86795 2.57833 -1.96632
C 3.89710 1.98109 -1.13447
C 3.23179 3.72944 -2.76386
H -0.04254 -1.38564 -7.10875
H -0.35868 0.25966 -6.57772
H -1.69633 -0.89198 -6.72018
H 0.22065 -3.13367 -5.64234
H -1.46638 -3.05450 -5.09439
H -0.14555 -2.93517 -3.91346
H -1.59622 1.23022 -4.61529
H 0.15146 1.40651 -4.94013
H 0.21227 3.56220 -2.41128
H 1.02764 2.91055 -3.84695
H 3.64233 0.94080 -0.94348
H 3.97262 2.50366 -0.17904
H 4.85317 2.02394 -1.65261
H 2.44326 4.47923 -2.75304
H 3.43517 3.44299 -3.79830
H 4.13320 4.17684 -2.35185
C 4.06358 -4.69823 3.82892
O 3.07570 -3.73802 3.51162
C 2.98727 -2.62229 4.28836
C 3.71527 -2.38751 5.44474
C 3.53016 -1.21351 6.15716
C 2.64222 -0.25581 5.70787
C 1.92969 -0.46409 4.53620
C 2.08197 -1.64648 3.82800
N 1.47878 -1.94826 2.59137
C 0.55594 -1.26236 1.89050
N -0.36807 -0.59403 2.62851
C -0.89987 0.68234 2.46247
C -1.05029 1.33827 1.26272
C -1.57087 2.61346 1.17641
C -2.00075 3.23773 2.33095
C -1.90106 2.59601 3.55490
C -1.35071 1.33030 3.64417
O -1.18171 0.62856 4.79354
C -1.72619 1.13704 6.00065
N 0.49457 -1.38028 0.57871
C 1.58732 -1.99388 -0.06958
C 2.85186 -1.40942 0.08238
C 3.97412 -1.94702 -0.50337
C 3.85182 -3.10386 -1.26676
C 2.61245 -3.67472 -1.45260
C 1.45634 -3.13857 -0.87008
O 0.33026 -3.82878 -1.16768
C -0.84842 -3.69928 -0.41232
H 3.92481 -5.51593 3.12633
H 3.94195 -5.07515 4.84534
H 5.06453 -4.27828 3.70711
H 4.42951 -3.11274 5.79277
H 4.09191 -1.05378 7.06264
H 2.50556 0.66143 6.25881
H 1.28143 0.31856 4.17980
H 1.97605 -2.69271 2.11030
H -0.38313 -0.86758 3.60836
H -1.69586 3.08242 0.21205
H -2.44453 4.21753 2.26771
H -2.24989 3.09388 4.44337
H -1.51576 0.37710 6.75149
H -2.80820 1.27328 5.91498
H -1.25808 2.07918 6.29754
H 2.92532 -0.52229 0.69737
H 4.93728 -1.47988 -0.35743
H 4.73306 -3.54522 -1.70802
H 2.49110 -4.57160 -2.03967
H -1.47602 -4.53879 -0.70659
H -1.38303 -2.76642 -0.63136
H -0.64480 -3.77429 0.65746
C -5.44363 3.39906 -2.88436
Si -5.56815 2.12456 -1.47540
C -7.01900 0.91129 -1.62136
C -5.47030 2.95678 0.23805
C -3.94045 1.12993 -1.52323
C -2.86525 0.58881 -1.43885
H -6.34038 4.01231 -2.89693
H -5.35816 2.93062 -3.85991
H -4.59323 4.06432 -2.75805
H -7.95767 1.45830 -1.59849
H -7.03235 0.20136 -0.79885
H -6.99357 0.34628 -2.54801
H -6.44717 3.34198 0.51618
H -4.77367 3.78994 0.24340
H -5.16064 2.26093 1.01264
*
```

***

A 10-piece molecular cluster, C52H55ClF23INO35P2S overall. Source: the Open Molecules 2025 dataset; level of theory: wB97M-V/def2-TZVPD.

Computed properties:
- HOMO-LUMO gap (eV) = 4.6
- DFT total energy (a.u.) = -8837.47133

ORCA input file:
```
! wB97M-V def2-TZVPD RIJCOSX def2/J DEFGRID3
* xyz 1 1
C -0.40361 0.53964 1.75903
C 0.02816 -0.08656 0.29395
C -1.36695 -0.91816 0.08960
F -1.70631 -1.92165 1.04067
F -1.64851 -1.50586 -1.14828
F -2.52449 -0.08268 0.36120
C 0.21024 1.14581 -0.79052
C -0.81013 1.09351 -2.03480
C -1.20743 2.34952 -2.91122
C -1.71486 1.77527 -4.36947
C -1.63028 3.06620 -5.34735
C -2.53723 4.31805 -5.04708
C -2.46212 5.60097 -5.92637
C -1.48380 5.75133 -7.14607
C -0.60588 4.48012 -7.44756
C -0.67952 3.18349 -6.55843
S -0.09809 2.89566 -0.14102
O 0.70103 3.25244 1.12865
O 0.53605 3.99995 -1.00918
C -1.74944 3.62785 0.11412
F -1.67541 4.44821 1.32515
F -2.01765 4.69763 -0.83322
C -3.15854 2.96264 0.30048
F -4.06102 4.11022 0.36723
F -3.44755 2.40263 1.59170
F -3.74241 2.25177 -0.76144
C 1.72486 1.18470 -1.47693
O 2.52091 2.03134 -0.62640
C 1.94124 1.91343 -2.86154
C 1.58491 1.23390 -4.24648
O 2.02302 1.76853 -5.31179
C 2.48199 -0.26667 -1.43256
F 1.50201 -0.99192 -2.27632
C 3.73901 -0.48531 -2.36916
C 3.68382 -1.83399 -3.31105
C 3.18580 -1.56243 -4.80614
Cl 3.59160 -3.11062 -5.76012
C 2.57287 -0.88018 0.08381
P 3.36553 -2.66516 -0.06016
O 3.54087 -3.60015 1.32481
O 4.91531 -2.76980 -0.67597
C 3.55168 -0.13791 1.08112
F 4.16200 -0.96430 2.12176
F 2.95680 0.90518 1.89394
C 4.94803 0.48940 0.63308
F 5.13823 1.36153 -0.40323
F 5.36439 1.26432 1.79583
F 6.04400 -0.44874 0.58451
N 1.12780 -1.12528 0.49866
I 1.20456 -1.73700 2.60899
P 0.86477 -2.84154 0.01294
O 0.49949 -3.45186 -1.44602
O 0.49747 -4.01363 1.17646
H -1.15654 1.42414 1.65988
H -1.09300 -0.10370 2.39229
H 0.45023 1.04909 2.30823
H -1.90252 0.81211 -1.75232
H -0.55499 0.25272 -2.79161
H -2.15685 2.92701 -2.58164
H -0.45909 3.14555 -3.17503
H -2.82945 1.48872 -4.32584
H -1.07604 0.92602 -4.76648
H -3.24364 4.27868 -4.15298
H -3.11843 6.49729 -5.68280
H -1.40989 6.71126 -7.77288
H 0.11177 4.58960 -8.33328
H 0.02014 2.33908 -6.85803
H 2.79713 2.88083 -1.01348
H 3.08744 2.10852 -2.95703
H 1.59164 3.00439 -2.96157
H 0.95324 0.29118 -4.37254
H 3.97393 0.28150 -3.17734
H 4.76132 -0.57303 -1.83258
H 3.17107 -2.71901 -2.81496
H 4.78872 -2.17080 -3.43543
H 2.03613 -1.48608 -4.87704
H 3.72414 -0.67946 -5.28403
H 3.55860 -4.54518 1.02716
H 4.97058 -3.43069 -1.40445
H 0.97810 -4.29879 -1.63548
H -0.45034 -4.29162 1.22211
C -5.71362 6.73857 -2.36315
C -6.21943 7.23677 -3.67920
O -5.98582 6.14644 -4.54822
C -6.06179 5.03488 -3.76413
O -6.18381 3.92168 -4.18607
O -5.98817 5.34626 -2.43867
F -5.49307 8.29458 -4.11056
H -4.63736 6.89008 -2.24011
H -6.23062 7.19550 -1.51806
H -7.28335 7.49083 -3.68565
C 0.13831 4.82677 4.28163
C -1.17158 4.18291 4.59154
O -1.12792 4.01597 5.99250
C -0.33687 5.02751 6.45342
O -0.28409 5.37111 7.59637
O 0.38135 5.60209 5.44657
F -1.25746 2.96323 4.01393
H 0.94474 4.09879 4.15485
H 0.09260 5.45776 3.39280
H -2.04454 4.78385 4.32021
C -1.29279 -5.54613 -5.18298
C -0.89269 -4.97400 -3.86004
O 0.25619 -4.21317 -4.17109
C 0.08822 -3.81266 -5.46408
O 0.71779 -2.93903 -5.98130
O -0.89114 -4.52650 -6.08880
F -0.53797 -5.95315 -2.99147
H -0.76175 -6.47236 -5.41997
H -2.36606 -5.73042 -5.24972
H -1.64796 -4.32862 -3.40177
C 3.83908 -2.87125 6.26682
C 2.99422 -3.96864 6.82946
O 1.75068 -3.33322 7.06850
C 1.66792 -2.34177 6.14450
O 0.64247 -1.76806 5.86114
O 2.88172 -2.08237 5.56977
F 3.48757 -4.40271 8.00900
H 4.31600 -2.26456 7.04050
H 4.60916 -3.24378 5.58989
H 2.84844 -4.81703 6.15408
C -3.97192 -2.47003 -8.49351
C -2.55535 -2.84242 -8.79581
O -1.84204 -1.65733 -8.50806
C -2.56093 -1.02687 -7.53892
O -2.13662 -0.13763 -6.85880
O -3.82056 -1.53671 -7.43279
F -2.39825 -3.13215 -10.10859
H -4.46933 -1.98354 -9.33718
H -4.57043 -3.32685 -8.18034
H -2.16554 -3.66289 -8.18637
C -0.70659 -5.19799 5.38911
C -1.23375 -4.69531 4.08268
O -0.99444 -5.77318 3.20049
C -1.04553 -6.89541 3.97644
O -1.15597 -8.00517 3.54597
O -0.96222 -6.59400 5.30247
F -0.52380 -3.61980 3.65191
H 0.36853 -5.03239 5.50216
H -1.22070 -4.75632 6.24376
H -2.30113 -4.45639 4.09044
C 1.40500 -10.10562 5.39557
C 0.63530 -9.66072 6.59722
O 1.52814 -8.77248 7.24142
C 2.29078 -8.24161 6.24789
O 2.96765 -7.25939 6.37014
O 2.18536 -8.95666 5.09324
F 0.38693 -10.69983 7.42767
H 2.06780 -10.94926 5.60761
H 0.75589 -10.37090 4.55987
H -0.29841 -9.13981 6.36600
C 8.31015 0.06724 6.69783
C 7.37716 -0.29541 5.58702
O 6.37253 -1.04543 6.24119
C 6.32911 -0.55780 7.51408
O 5.42878 -0.75579 8.27771
O 7.43000 0.18690 7.80688
F 7.98804 -1.09339 4.67946
H 9.04723 -0.71456 6.90176
H 8.83590 1.00461 6.51095
H 6.92467 0.56235 5.08087
C -5.97079 7.17049 2.47414
C -7.26743 7.71571 2.98217
O -7.26474 9.04746 2.51069
C -6.53089 9.02515 1.36337
O -6.53103 9.89939 0.54793
O -5.80020 7.87787 1.25380
F -7.28864 7.73760 4.33541
H -5.13132 7.38850 3.14040
H -6.01071 6.09378 2.30136
H -8.15285 7.19462 2.60624
*
```

***

C10H12BKO14 as an isolated structure. Source: the Open Molecules 2025 dataset; level of theory: wB97M-V/def2-TZVPD.

Computed properties:
- energy relative to the best compared isomer or geometry (same formula, charge and spin) (eV) = 2.0112
- HOMO-LUMO gap (eV) = 8.3
- DFT total energy (a.u.) = -2066.64212

ORCA input file:
```
! wB97M-V def2-TZVPD RIJCOSX def2/J DEFGRID3
* xyz 0 1
K 23.10837 -1.40348 -1.82657
O 18.64100 -0.27084 -1.46490
C 18.57967 -0.99575 -0.45548
O 17.53619 -1.32281 0.23357
B 17.96984 -2.29710 1.34101
O 19.39308 -2.57205 1.07463
C 19.79135 -1.73416 0.16729
O 20.99748 -1.57748 -0.14510
O 17.26349 -3.57363 1.23468
C 16.70874 -3.86305 2.41723
O 16.03262 -4.86160 2.68613
C 17.06872 -2.72269 3.40711
O 17.73212 -1.77486 2.73694
O 16.70195 -2.74164 4.59649
C 20.39188 0.70574 -5.94318
O 21.57246 0.23271 -6.48848
C 22.33967 -0.59096 -5.76932
O 22.26800 -0.84779 -4.54858
O 23.38712 -0.85776 -6.53353
C 24.55314 -1.50921 -6.11365
H 20.36469 0.96919 -4.88584
H 19.72369 -0.15274 -6.01119
H 19.90189 1.44772 -6.57364
H 25.26324 -1.58006 -6.93756
H 24.38471 -2.56305 -5.89192
H 24.83773 -1.08817 -5.14937
C 24.72881 -4.97897 -4.64022
O 24.57799 -5.76658 -3.44766
C 24.30799 -5.14143 -2.27931
O 24.18057 -3.93778 -2.08688
O 24.05773 -6.04013 -1.37435
C 23.79593 -7.35468 -1.63908
H 23.87137 -4.37158 -4.93000
H 24.91583 -5.60150 -5.51519
H 25.59546 -4.33028 -4.51285
H 24.62157 -7.79399 -2.19892
H 22.92502 -7.61777 -2.23943
H 23.44483 -7.81274 -0.71442
*
```

***

> Which value of DFT total energy does entry 1 give?

-2424.61044 a.u.

***

> Which value of HOMO-LUMO gap does entry 2 give?

5.9 eV

***

> Which formula does entry 3 have?

C52H55ClF23INO35P2S

***

> Which value of HOMO-LUMO gap does entry 3 give?

4.6 eV